Formula: C6H12As2F12O6Rb
Source: the Open Molecules 2025 dataset
Level of theory: the ωB97M-V functional and the def2-TZVPD basis

Structure (XYZ):
```
39
Properties=species:S:1:pos:R:3:mulliken_charge:R:1
C 3.703 0.818 1.487 -0.508
H -1.072 -2.674 1.238 0.408
F -1.657 1.665 -0.433 -0.595
H -0.794 -1.460 2.419 -0.405
O -0.979 -1.981 -2.513 -0.435
C -0.365 -1.154 -3.480 -0.576
O 1.262 -0.489 0.831 -0.729
O 0.033 -0.880 -0.759 -0.007
F -3.023 2.445 1.601 -0.522
As 1.716 2.276 -2.073 1.976
H -1.743 -1.074 1.061 -0.427
F -3.095 -0.545 -0.600 -0.498
O 0.914 -0.553 3.097 -0.291
F 0.892 3.258 -0.758 -0.542
H 0.358 -2.592 2.947 0.418
H 0.563 -1.640 -3.781 0.334
F 2.476 1.330 -3.376 -0.495
C -0.768 -1.715 -1.171 0.550
F 1.053 3.432 -3.303 -0.540
O -1.737 -2.335 -0.519 -0.327
H -0.180 -0.111 -3.221 0.146
C -1.907 -2.121 0.807 0.121
H -0.891 -1.192 -4.434 0.319
H 4.049 -0.076 0.969 0.275
Rb 0.144 1.090 -0.010 1.155
H 4.507 1.287 2.054 0.268
F 0.313 1.230 -2.106 -0.554
C -0.027 -1.599 3.181 -0.099
As -3.015 0.914 0.514 2.056
H -2.877 -2.470 1.160 0.221
F 2.363 1.338 -0.627 -0.487
F -4.335 1.691 -0.436 -0.487
F -1.781 0.216 1.632 -0.648
O 2.677 0.476 2.398 -0.376
F -4.324 0.039 1.394 -0.497
H -0.641 -1.475 4.073 0.333
F 3.196 3.325 -1.956 -0.519
H 3.414 1.502 0.689 0.191
C 1.578 -0.197 2.004 0.792
```

- relative energy (zero: lowest compared OMol25 entry of this formula, charge and spin) (kJ/mol) = 1301.0
- total charge = -1
- spin multiplicity = 1
- energy (a.u.) = -6381.27962